No. 1
45
Properties=species:S:1:pos:R:3:forces:R:3 method="wB97M-V/def2-TZVPD" homo_ev=-4.49 gap_ev=7.331 charge=-1 mol_weight_g_mol=302.1
P 1.32836 -1.39334 -1.25191 0.2 0.4 0.1
O -0.08707 -2.42193 -1.28125 0.0 0.0 -0.1
O 2.72499 -0.32910 -1.12111 0.1 -0.3 0.0
O -0.09673 6.25486 0.29082 0.0 0.1 0.1
O 0.13358 0.96963 -2.24800 0.1 0.1 -0.3
O 0.53056 -0.47734 0.02622 0.0 0.0 0.0
O 4.58814 -1.22687 0.14944 -0.2 -0.3 -0.2
O 3.11464 0.35799 1.12025 -0.2 -0.3 0.2
N -0.76816 -3.79937 0.43738 -0.1 0.1 0.0
C -2.56694 -3.34932 2.08039 0.0 0.0 0.0
C -0.26490 -1.31575 0.80375 -0.1 0.1 -0.2
C -1.26436 1.05331 -2.22864 -0.1 -0.2 0.2
C -1.21505 -3.99596 1.80948 0.0 0.0 -0.1
C 0.68152 -0.28484 -2.61986 0.0 -0.1 0.0
C -1.75605 1.75080 -0.94968 0.1 0.1 -0.1
C -0.70533 2.67179 -0.32565 -0.1 0.1 0.1
C 0.57852 5.59289 1.35197 0.0 0.0 0.0
C -0.83176 -2.43304 -0.11757 0.1 -0.2 0.0
B 3.45190 -0.41285 0.01716 0.0 0.2 0.1
H -0.04694 3.09628 -1.08255 0.0 0.0 0.0
H -1.32278 -5.07433 1.96285 0.1 0.0 0.0
H -1.88233 -2.23454 -0.37396 0.0 0.1 0.2
H 0.56125 6.55856 -0.33951 0.0 -0.1 0.0
H -1.62280 1.59984 -3.11577 0.1 0.1 0.0
H -1.70114 0.04955 -2.27771 0.0 0.0 0.0
H -0.04930 -0.87439 -3.18674 0.0 0.0 0.0
H -2.64827 2.33307 -1.19837 -0.1 -0.1 0.0
H -0.48602 -3.64843 2.55708 -0.1 0.1 0.0
H 0.30037 -1.76446 1.63371 0.0 0.0 0.0
H -2.05211 0.98942 -0.22530 0.0 0.1 0.1
H 1.24197 6.27175 1.89699 0.0 0.0 0.0
H 1.53895 -0.08971 -3.26943 0.0 0.0 0.1
H -3.28538 -3.63222 1.30911 0.0 0.0 0.0
H 4.47724 -1.81066 0.90827 0.2 0.3 0.0
H 1.94866 -2.19262 -2.26618 -0.1 -0.1 0.0
H -0.18413 5.23001 2.03734 0.0 0.0 0.0
H 2.18176 0.59738 0.99641 0.1 0.0 -0.1
H 1.15646 4.73669 0.99697 0.0 0.0 0.0
H 1.89116 -2.23560 -0.19986 0.0 0.0 0.0
H -2.50567 -2.26208 2.10636 0.0 0.0 -0.1
H -2.95145 -3.67420 3.04890 0.0 0.0 0.0
H -1.17426 3.49533 0.21668 0.0 0.0 0.0
H -0.08094 2.11521 0.37223 0.1 0.0 -0.1
H -1.08167 -0.71460 1.21774 0.0 -0.1 0.2
H 0.20151 -4.07684 0.33151 0.0 -0.1 0.0



No. 2
77
Properties=species:S:1:pos:R:3:forces:R:3 method="wB97M-V/def2-TZVPD" homo_ev=-7.90 gap_ev=6.638 mol_weight_g_mol=720.8
Cl -1.21379 3.08867 2.31403 0.1 -0.1 -0.2
S -3.43609 0.34674 -1.85596 0.1 0.3 0.1
P -8.60350 -0.96555 -0.15280 -0.2 0.3 1.1
P 4.95518 2.87854 -5.23775 -3.8 4.6 2.2
P 2.54916 -3.90165 4.49419 -3.1 5.8 0.2
O 2.77480 -2.83599 3.48401 0.5 -0.9 -0.1
O 3.51282 3.05030 -5.54402 0.6 -0.7 -0.3
O 3.77900 -3.61410 5.56152 0.4 -3.2 -1.0
O 5.67064 3.55804 -6.56282 1.2 -3.0 0.3
O -7.00649 -0.64937 3.28347 -0.2 -0.3 -0.3
O -5.84011 -0.59625 -3.34868 0.4 0.2 0.4
O -7.81919 0.99397 2.11301 0.0 -0.1 -0.8
O 4.85117 1.72817 -4.05738 1.3 -0.7 -2.0
O 3.23662 0.75855 0.63148 0.1 0.4 0.2
O 1.48418 -4.84860 3.65196 2.2 -1.2 0.6
O 1.40957 -3.47765 5.61017 0.2 -0.5 0.0
O -9.59439 -0.70787 0.91128 -0.2 0.0 0.0
O 5.52106 4.03928 -4.21579 0.3 -0.5 -0.2
N -7.97824 -0.04244 3.08202 0.1 0.2 0.9
N -3.45575 2.16262 0.72544 -0.1 -0.6 -1.0
N -6.56146 -2.52673 -2.10500 0.4 0.5 0.7
N 1.71405 0.64755 -1.05141 -1.2 -0.8 -0.6
C -5.64547 1.45006 1.32892 0.1 0.3 0.4
C -6.82864 0.76262 1.16578 0.0 0.2 -0.1
C 1.40477 -4.06346 6.91318 -0.2 0.1 0.0
C -1.04925 2.08133 0.89289 -0.2 0.1 0.4
C -4.58608 1.35764 0.44208 -0.7 0.1 0.3
C 6.90559 4.39034 -4.20069 -0.1 0.1 0.2
C -2.21611 1.68819 0.21758 0.7 0.6 0.4
C 5.36968 4.91834 -6.86289 0.0 0.5 0.0
C 0.21726 1.73487 0.49531 0.1 -0.2 -0.3
C 5.32953 1.91704 -2.72625 0.4 -0.1 0.3
C 1.83165 -0.09520 -2.30992 1.4 -0.2 0.1
C 3.85409 -2.32586 6.16945 -0.1 0.4 0.3
C 0.38557 0.94823 -0.65802 0.0 0.6 0.9
C -4.74818 0.51696 -0.65510 0.5 -0.2 -0.3
C 2.48028 0.05384 0.02511 0.9 0.1 0.3
C -2.03728 0.90055 -0.90406 -0.4 0.0 0.3
C 0.16078 -5.13408 4.09801 -0.2 -0.4 0.2
C 2.38780 -1.42381 0.37110 -0.5 0.8 -0.3
C -5.92904 -0.20406 -0.84476 -0.5 -0.5 -0.1
C -7.00570 -0.08726 0.06805 0.2 0.0 -0.1
C -0.75845 0.53419 -1.31638 -0.1 -0.5 -0.7
B -6.10579 -1.14179 -2.11922 0.0 0.0 -0.5
H 1.08516 2.06204 1.05351 -0.1 0.1 0.0
H -5.48927 -1.27353 -3.93820 -0.5 0.0 -0.2
H 2.91914 -1.58852 1.30508 0.1 -0.1 -0.1
H 2.28698 -4.67680 7.09443 0.0 0.0 0.0
H 2.81998 -1.99388 -0.45266 -0.2 -0.3 0.2
H 6.40201 2.10464 -2.71106 0.0 0.1 0.1
H 1.14426 0.22967 -3.08422 -0.1 0.1 0.3
H 7.46203 3.91439 -5.00789 0.0 0.0 0.0
H 6.27722 5.51328 -6.74194 0.0 -0.1 0.0
H 4.86256 -1.94458 6.02042 0.0 -0.1 -0.1
H 7.34187 4.09959 -3.24352 0.0 0.0 0.0
H 5.14059 0.99424 -2.17893 0.0 -0.1 -0.2
H -8.27195 -2.33400 -0.16532 0.1 0.1 -0.5
H -0.29215 -5.78835 3.35424 0.2 0.0 -0.1
H -0.42301 -4.21862 4.16266 0.1 0.0 0.1
H 2.83607 0.11155 -2.69849 -0.1 0.0 -0.1
H 1.37535 -3.26384 7.65223 0.0 0.0 0.0
H -9.12390 -0.59898 -1.41942 0.6 -0.3 -0.2
H 6.98984 5.47133 -4.30609 0.0 0.0 0.0
H 0.51015 -4.67756 7.03023 0.0 0.0 0.0
H 1.32966 -1.65861 0.52862 0.1 -0.3 -0.2
H 3.67619 -2.43356 7.24104 0.0 -0.1 0.0
H 0.16407 -5.65758 5.05248 -0.1 0.1 0.0
H -7.54844 -2.61052 -2.31214 0.1 -0.4 -0.4
H -3.62658 3.12665 0.45954 0.1 0.1 0.2
H -6.35219 -2.99492 -1.23224 -0.3 -0.1 0.0
H 3.13552 -1.62463 5.75348 0.0 -0.1 -0.1
H 4.78851 2.72311 -2.23604 0.0 0.1 -0.1
H 1.80811 -1.18217 -2.16068 -0.5 0.1 -0.2
H 4.58622 5.32280 -6.22717 -0.1 -0.1 0.0
H 5.05607 4.96967 -7.90396 0.0 -0.1 0.0
H -0.68623 -0.09875 -2.19332 0.0 0.0 0.1
H -5.55005 2.11152 2.18413 0.0 -0.1 0.0



No. 3
8
Properties=species:S:1:pos:R:3:forces:R:3 method="wB97M-V/def2-TZVPD" de_lowest_kj_mol=394.3 homo_ev="-10.00 / -10.00" gap_ev="9.210 / 9.208" mol_weight_g_mol=112.0
Cl 1.48888 2.50332 1.40449 0.7 0.4 1.3
Cl 1.50427 1.79149 -1.36599 0.4 0.4 -0.3
N -0.44884 0.99592 0.36767 0.0 0.0 -3.8
C 0.62178 -0.07692 0.33083 0.8 0.8 3.6
C 0.99276 1.36267 0.27280 -2.3 -0.8 -2.3
H -1.04353 1.26355 -1.19986 1.7 -1.0 4.3
H 0.93286 -0.59229 1.34985 -1.4 0.8 -2.1
H 0.80737 -0.61923 -0.55793 0.1 -0.5 -0.6